No. 1
The following is a quantum chemistry calculation of C41H31BiN10O7S as an isolated structure, from OMol25.

Element x y z (Å)
Bi 0.563 0.903 -1.334
C -2.302 3.148 2.222
C -2.348 2.944 0.852
N -2.416 1.727 0.319
C -2.426 0.700 1.169
C -2.356 0.914 2.545
N -2.305 2.129 3.076
C -2.452 -0.683 0.605
C -3.006 -1.750 1.298
C -2.926 -3.023 0.750
C -2.276 -3.168 -0.471
C -1.759 -2.042 -1.094
N -1.862 -0.827 -0.572
C -1.003 -2.142 -2.375
C -0.100 -3.180 -2.584
N 0.626 -3.275 -3.693
C 0.446 -2.318 -4.597
C -0.440 -1.269 -4.387
N -1.160 -1.170 -3.274
C -3.510 -4.196 1.446
C -4.751 -4.123 2.066
C -5.253 -5.251 2.696
N -4.609 -6.416 2.752
C -3.418 -6.476 2.159
C -2.833 -5.407 1.497
H -2.251 4.147 2.638
H -2.323 3.784 0.164
H -2.303 0.078 3.231
H -3.484 -1.600 2.257
H -2.197 -4.140 -0.941
H 0.063 -3.932 -1.821
H 1.032 -2.375 -5.506
H -0.567 -0.489 -5.130
H -5.331 -3.209 2.041
H -6.224 -5.217 3.176
H -2.901 -7.427 2.218
H -1.853 -5.514 1.050
O -1.317 1.949 -7.075
C -2.400 1.864 -6.320
O -3.499 1.670 -6.779
C -2.222 2.018 -4.846
C -3.285 1.970 -3.971
N -2.783 2.138 -2.738
N -1.460 2.297 -2.745
C -1.092 2.203 -4.014
C 0.386 2.185 -4.325
O 0.731 2.268 -5.505
O 1.180 2.066 -3.327
H -0.497 2.105 -6.522
H -4.332 1.815 -4.168
H -3.249 2.069 -1.844
C 6.523 -1.679 3.906
C 5.166 -1.437 3.301
C 4.144 -2.374 3.434
C 2.893 -2.145 2.890
C 2.660 -0.964 2.192
C 3.663 -0.019 2.039
C 4.906 -0.264 2.600
S 1.057 -0.794 1.478
O 1.028 -1.571 0.245
O 0.113 -1.149 2.510
N 0.867 0.700 0.974
C 0.953 1.842 1.749
C 0.996 1.909 3.122
C 1.088 3.151 3.782
C 1.124 4.326 3.088
C 1.056 4.297 1.674
C 1.064 5.465 0.880
C 0.969 5.376 -0.477
C 0.856 4.108 -1.070
N 0.853 3.002 -0.361
C 0.966 3.063 1.008
H 6.617 -2.700 4.275
H 6.699 -1.001 4.743
H 7.313 -1.506 3.174
H 4.331 -3.295 3.973
H 2.098 -2.870 3.009
H 3.494 0.882 1.466
H 5.694 0.470 2.476
H 0.948 0.994 3.698
H 1.124 3.165 4.863
H 1.191 5.279 3.598
H 1.142 6.430 1.367
H 0.977 6.254 -1.106
H 0.776 3.989 -2.141
C 3.466 -0.212 -2.439
C 2.901 0.749 -1.425
O 3.595 1.424 -0.705
H 4.555 -0.162 -2.480
H 3.040 0.021 -3.418
H 3.148 -1.223 -2.161

For the energy relative to the best compared isomer or geometry (same formula, charge and spin), the calculation gives 10.1 kcal/mol. As for the strongest force on any atom: 0.480 eV/A. The calculation puts the HOMO energy at -0.2852 hartree. The value obtained for the molecular weight is 1016.81 u. The frontier orbital gap is 6.95 eV.

These are the Mulliken partial charges, in e, on atoms 1 to 5:
1. Bi 1.425
2. C -0.847
3. C -0.028
4. N -0.243
5. C 0.452

=====

No. 2
The following is a quantum chemistry calculation of a 2-piece molecular cluster, C6H12 overall, from OMol25.

Element x y z (Å)
C 1.587 -0.022 0.311
C 0.517 0.326 1.341
C -0.730 -0.567 1.231
C -1.522 -0.291 -0.018
C -1.543 -1.074 -1.093
C 0.769 1.194 -2.168
H 1.205 0.008 -0.733
H 1.946 -1.049 0.449
H 2.450 0.647 0.376
H 0.943 0.223 2.347
H 0.224 1.380 1.236
H -1.365 -0.406 2.111
H -0.421 -1.621 1.246
H -2.079 0.648 -0.033
H -0.990 -2.011 -1.123
H -2.100 -0.807 -1.988
H -0.259 1.425 -1.809
H 1.368 1.997 -1.683

For the energy relative to the best compared isomer or geometry (same formula, charge and spin), the calculation gives 128.9 kcal/mol. As for the strongest force on any atom: 0.274 eV/A. The calculation puts the HOMO energy (alpha / beta) at -0.3408 / -0.3410 hartree. The value obtained for the molecular weight is 84.16 u. The frontier orbital gap (alpha / beta) is 8.66 / 8.67 eV.

These are the natural (NBO) partial charges, in e, on atoms 1 to 5:
1. C -0.574
2. C -0.394
3. C -0.442
4. C -0.182
5. C -0.389

=====

No. 3
The following is a quantum chemistry calculation of a 2-piece molecular cluster, C5H16N3 overall in a non-equilibrium geometry, from OMol25.

Element x y z (Å)
C -0.872 0.016 2.635
C -1.122 -1.420 3.112
H 0.213 0.340 2.613
H -1.473 0.300 1.770
H -1.322 0.561 3.563
H -1.029 -1.424 4.235
H -0.364 -2.157 2.839
H -2.139 -1.966 2.876
C -0.481 1.220 -0.135
C -0.921 2.536 -0.876
C 0.856 -0.587 -1.296
N -0.176 0.360 -1.369
N 1.416 -1.089 -0.171
N 1.635 -0.931 -2.516
H 0.393 1.068 0.457
H -1.408 0.851 0.505
H -0.047 3.002 -1.217
H -1.384 3.351 -0.365
H -0.750 0.513 -2.223
H 0.840 -0.995 0.662
H 1.892 -1.930 -0.285
H 1.051 -0.694 -3.302
H 1.988 -1.955 -2.534
H -1.355 2.167 -1.842

For the energy relative to the best compared isomer or geometry (same formula, charge and spin), the calculation gives 99.5 kcal/mol. Its multiplicity is 2. As for the strongest force on any atom: 4.926 eV/A. As for the total charge: +2. The calculation puts the HOMO energy (alpha / beta) at -0.7059 / -0.6788 hartree. The value obtained for the molecular weight is 118.20 u. The frontier orbital gap (alpha / beta) is 11.01 / 4.45 eV.

These are the natural (NBO) partial charges, in e, on atoms 1 to 5:
1. C -0.594
2. C -0.642
3. H 0.232
4. H 0.208
5. H 0.322

=====

No. 4
The following is a quantum chemistry calculation of C16H21BHoN14O as an isolated structure in a non-equilibrium geometry, from OMol25.

Element x y z (Å)
Ho 0.235 -0.387 1.141
C -1.243 3.578 0.003
C -1.283 2.614 0.994
N -1.166 1.378 0.478
N -1.041 1.552 -0.880
C -1.090 2.856 -1.169
B -1.035 0.357 -1.893
N 0.477 -0.011 -2.106
C 1.207 -0.147 -3.220
C 2.478 -0.571 -2.874
C 2.444 -0.658 -1.493
N 1.240 -0.305 -1.020
N -1.765 -0.875 -1.247
C -2.846 -1.521 -1.708
C -3.094 -2.618 -0.902
C -2.097 -2.577 0.059
N -1.292 -1.528 -0.151
N -1.701 0.689 -3.188
C -1.779 -0.095 -4.302
C -2.672 0.481 -5.166
C -3.120 1.629 -4.486
N -2.564 1.741 -3.298
H -1.345 4.643 0.105
H -1.407 2.749 2.057
H -1.050 3.189 -2.190
H 0.790 0.088 -4.182
H 3.301 -0.772 -3.535
H 3.233 -0.950 -0.819
H -3.373 -1.158 -2.574
H -3.886 -3.337 -1.007
H -1.914 -3.238 0.890
H -1.229 -1.017 -4.384
H -2.959 0.128 -6.140
H -3.831 2.371 -4.811
N -0.197 -2.716 4.879
C -0.022 -1.741 4.012
O -0.148 -1.932 2.779
C 0.368 -0.368 4.514
C -0.044 0.719 3.587
H -0.425 -3.644 4.552
H -0.121 -2.564 5.872
H 1.445 -0.367 4.700
H -0.110 -0.167 5.486
H 0.516 1.647 3.571
H -1.094 0.797 3.308
N 4.392 1.919 1.862
N 3.897 0.635 1.782
N 4.655 -0.419 1.952
C 3.768 -1.410 1.912
N 2.531 -0.949 1.730
N 2.638 0.376 1.656
H 5.391 1.865 1.680
H 3.905 2.488 1.174
H 4.035 -2.448 2.010

Its multiplicity is 6. As for the strongest force on any atom: 1.068 eV/A. As for the total charge: +2. The calculation puts the HOMO energy (alpha / beta) at -0.5064 / -0.5064 hartree. The value obtained for the molecular weight is 601.18 u. The frontier orbital gap (alpha / beta) is 8.07 / 5.73 eV.

These are the natural (NBO) partial charges, in e, on atoms 1 to 5:
1. Ho 1.978
2. C -0.321
3. C -0.002
4. N -0.483
5. N -0.331

=====

No. 5
The following is a quantum chemistry calculation of C4H3NiO2 as an isolated structure in a non-equilibrium geometry, from OMol25.

Element x y z (Å)
O 1.244 -1.410 -0.350
C 0.082 -1.391 -0.068
C -1.158 -1.150 0.252
C -1.614 0.245 0.019
C -0.897 1.336 0.380
H -1.780 -1.926 0.700
H -0.387 2.217 -0.369
H -2.635 0.381 -0.337
Ni 1.932 0.317 0.405
O 0.460 1.337 0.439

For the energy relative to the best compared isomer or geometry (same formula, charge and spin), the calculation gives 0.0 kcal/mol. Its multiplicity is 3. As for the strongest force on any atom: 5.884 eV/A. As for the total charge: +1. The calculation puts the HOMO energy (alpha / beta) at -0.5110 / -0.5066 hartree. The value obtained for the molecular weight is 141.76 u. The frontier orbital gap (alpha / beta) is 8.52 / 6.67 eV.

These are the natural (NBO) partial charges, in e, on atoms 1 to 5:
1. O -0.558
2. C 0.778
3. C -0.490
4. C -0.157
5. C 0.119

=====

No. 6
The following is a quantum chemistry calculation of a 2-piece molecular cluster, C4H8O3 overall in a non-equilibrium geometry, from OMol25.

Element x y z (Å)
O -0.984 1.919 0.386
C -1.118 1.015 1.151
O -2.181 0.229 1.257
O -0.175 0.660 2.025
H -2.832 0.394 0.605
H -0.356 -0.214 2.454
C -0.373 -0.999 -0.759
C 0.897 -0.907 -0.498
C 1.708 0.149 -1.137
H -0.804 -0.518 -1.545
H -0.932 -1.886 -0.255
H 1.501 -1.469 0.188
H 1.928 1.009 -0.451
H 2.722 -0.160 -1.564
H 0.998 0.777 -1.857

For the energy relative to the best compared isomer or geometry (same formula, charge and spin), the calculation gives 39.4 kcal/mol. As for the SMILES: O=C(O)O.C=CC. As for the strongest force on any atom: 5.652 eV/A. The calculation puts the HOMO energy at -0.3583 hartree. The value obtained for the molecular weight is 104.10 u. The frontier orbital gap is 10.30 eV.

These are the natural (NBO) partial charges, in e, on atoms 1 to 5:
1. O -0.613
2. C 0.994
3. O -0.702
4. O -0.682
5. H 0.505

=====

No. 7
The following is a quantum chemistry calculation of C37H36LuN3O3 as an isolated structure in a non-equilibrium geometry, from OMol25.

Element x y z (Å)
C -0.769 2.722 0.144
C -0.526 2.289 -1.204
C -1.380 1.165 -1.469
H 0.170 2.734 -1.920
C -2.178 0.922 -0.311
C -1.826 1.904 0.672
H -2.991 0.198 -0.251
C 2.559 0.337 0.896
C 2.417 1.002 -0.366
C 2.037 0.010 -1.329
H 2.556 2.071 -0.547
C 1.863 -1.261 -0.658
C 2.245 -1.042 0.701
H -1.526 0.646 -2.412
H -2.347 2.027 1.621
H -0.275 3.547 0.665
H 2.432 -1.856 1.407
H 1.936 0.165 -2.406
H 2.951 0.779 1.820
Lu 0.223 0.528 0.388
C 1.707 -2.650 -1.307
C 2.993 -3.464 -0.957
C 1.658 -2.549 -2.833
H 3.903 -2.945 -1.296
H 3.000 -4.450 -1.447
H 3.101 -3.634 0.123
H 2.550 -2.025 -3.211
H 0.759 -2.017 -3.167
H 1.655 -3.555 -3.280
C 0.506 -3.506 -0.792
C -1.009 -3.199 -1.074
H 0.576 -3.505 0.305
H 0.674 -4.547 -1.142
O -1.667 -2.400 -0.318
N -1.741 -3.762 -2.082
C -3.109 -3.245 -2.123
H -1.544 -4.668 -2.497
C -3.234 -2.090 -3.103
C -4.167 -1.050 -2.914
H -4.794 -1.047 -2.014
C -4.314 -0.046 -3.880
H -5.071 0.730 -3.747
C -3.509 -0.050 -5.027
H -3.651 0.711 -5.796
C -2.530 -1.033 -5.184
H -1.881 -1.049 -6.061
C -2.382 -2.036 -4.216
H -1.612 -2.807 -4.313
H -3.166 -2.787 -1.126
H -3.903 -4.009 -2.257
O 0.179 -2.049 2.866
C 0.231 -0.935 3.357
N 0.467 -0.609 4.684
C 0.534 0.802 4.909
C 0.122 1.332 3.541
O -0.077 2.521 3.244
N 0.079 0.288 2.657
C -0.393 1.199 6.044
C -1.650 1.732 5.769
C -2.484 2.109 6.828
C -2.063 1.920 8.146
C -0.817 1.334 8.415
C 0.025 0.966 7.361
C 1.960 1.313 5.102
C 2.125 2.690 5.296
C 3.409 3.230 5.365
C 4.521 2.393 5.219
C 4.351 1.023 4.995
C 3.064 0.475 4.928
H 0.640 -1.359 5.369
H -1.962 1.889 4.733
H -3.456 2.551 6.599
H -2.709 2.225 8.971
H -0.482 1.159 9.438
H 1.008 0.520 7.540
H 1.233 3.322 5.364
H 3.520 4.303 5.532
H 5.523 2.816 5.283
H 5.206 0.359 4.874
H 2.912 -0.594 4.751

As for the strongest force on any atom: 3.778 eV/A. The calculation puts the HOMO energy at -0.3075 hartree. The value obtained for the molecular weight is 745.68 u. The frontier orbital gap is 8.92 eV.

These are the Mulliken partial charges, in e, on atoms 1 to 5:
1. C -0.685
2. C -0.832
3. C -0.224
4. H 0.502
5. C -0.448

=====

No. 8
The following is a quantum chemistry calculation of a 5-piece molecular cluster, C21H27Cl16F5NO2 overall in a non-equilibrium geometry, from OMol25.

Element x y z (Å)
C 1.497 -0.011 2.545
C 0.906 0.994 3.511
O 1.621 1.576 4.213
O -0.446 1.233 3.541
C -0.797 2.170 2.493
C -0.968 1.465 1.133
C -1.871 0.227 1.271
C -1.824 -0.591 -0.039
C -1.136 -1.970 0.095
C -1.662 -3.035 -0.889
C -1.816 -2.511 -2.289
C -2.654 -3.300 -3.309
N -2.363 -2.475 -4.502
C -1.215 -1.920 -4.439
C -0.518 -2.356 -3.171
C 0.319 -3.637 -3.380
C 1.052 -3.731 -4.731
C 2.301 -2.831 -4.858
C 2.021 -1.447 -5.405
F 1.139 -1.533 -6.408
F 1.567 -0.638 -4.433
C 3.270 -0.754 -6.015
F 2.824 0.250 -6.761
F 3.911 -1.549 -6.813
F 4.035 -0.235 -5.110
H 2.142 0.532 1.856
H 0.736 -0.558 1.987
H 2.119 -0.741 3.057
H -0.043 2.957 2.459
H -1.754 2.625 2.734
H -1.445 2.167 0.436
H -0.018 1.202 0.662
H -2.872 0.610 1.469
H -1.584 -0.401 2.113
H -2.810 -0.704 -0.500
H -1.238 -0.012 -0.762
H -1.224 -2.288 1.141
H -0.068 -1.812 -0.087
H -2.640 -3.364 -0.530
H -0.954 -3.862 -0.847
H -2.245 -1.512 -2.375
H -3.707 -3.097 -3.085
H -2.549 -4.377 -3.395
H -3.007 -2.360 -5.279
H -0.900 -1.258 -5.236
H 0.122 -1.629 -2.679
H -0.328 -4.515 -3.308
H 1.043 -3.730 -2.572
H 1.430 -4.751 -4.797
H 0.385 -3.627 -5.586
H 2.947 -3.327 -5.582
H 2.858 -2.789 -3.923
C -3.023 -5.821 1.988
Cl -2.126 -6.247 0.521
Cl -2.510 -6.865 3.312
Cl -2.690 -4.132 2.388
Cl -4.755 -6.024 1.710
C 2.801 4.719 6.169
Cl 1.640 5.156 4.911
Cl 2.024 3.622 7.316
Cl 4.197 3.916 5.435
Cl 3.335 6.175 7.014
C -0.904 5.694 -0.723
Cl -0.383 5.674 0.957
Cl 0.429 6.186 -1.769
Cl -1.417 4.050 -1.154
Cl -2.252 6.816 -0.916
C 2.441 8.947 9.914
Cl 3.762 9.225 8.767
Cl 3.011 7.906 11.223
Cl 1.909 10.495 10.580
Cl 1.089 8.167 9.086

As for the strongest force on any atom: 3.697 eV/A. As for the total charge: +1. The calculation puts the HOMO energy at -0.4403 hartree. The value obtained for the molecular weight is 987.69 u. The frontier orbital gap is 7.73 eV.

These are the Mulliken partial charges, in e, on atoms 1 to 5:
1. C -0.775
2. C 0.660
3. O -0.401
4. O -0.422
5. C -0.878